Entry from the Open Molecules 2025 dataset: an isolated ion of composition C18H20F2N and charge +1 at a distorted geometry (wB97M-V/def2-TZVPD).

Values from the calculation:
- HOMO: -12.4 eV
- LUMO: -2.51 eV
- Total charge: +1
- F_max: 4.17 eV/Å
- DFT total energy: -25908.476 eV
- SMILES: Fc1ccc(C(c2ccc(F)cc2)[NH+]2CCCCC2)cc1
- Kohn-Sham gap: 9.85 eV
- 2S+1: 1

Each line ends with the Mulliken charge.
CARTESIAN COORDINATES (ANGSTROEM)
F  -5.7099  0.6755  0.2440  -0.31
C  2.5454  1.7370  -3.2354  0.33
C  0.7306  1.1713  -1.2492  -0.18
C  -1.6415  0.8713  -0.1264  -0.18
H  -0.2212  -0.1254  -2.6847  0.11
C  -2.3031  1.6658  0.8352  -0.04
H  1.3807  0.4339  -4.4945  0.45
H  0.2699  1.2597  0.9058  0.98
H  3.3317  -2.2025  1.3761  0.38
C  -3.7824  0.2325  -1.0150  -0.77
C  -4.3843  0.8652  0.0416  0.32
C  1.8719  -0.7372  0.7386  -0.51
H  1.8348  -2.0813  3.3177  0.38
H  -1.6643  2.2460  1.5476  0.32
H  -1.8885  -0.3501  -1.8820  0.13
H  1.7486  2.6700  -0.0646  0.33
F  3.5521  1.8365  -4.1361  -0.31
H  -0.0039  -0.9514  -0.2597  0.70
H  3.4217  3.1615  -1.8863  0.45
H  -0.3477  -0.3098  2.6572  0.35
C  -0.0865  0.7800  0.0255  -0.54
H  1.7038  -3.6988  2.6134  0.33
H  -4.3648  -0.2939  -1.7711  0.45
C  -2.3946  0.2230  -1.0890  0.00
C  2.2554  -2.1653  1.2273  -0.78
H  -4.1818  2.2108  1.7074  0.45
C  -3.6781  1.6541  0.9362  -0.65
H  2.3062  0.0231  1.3978  0.35
C  2.6359  2.4460  -2.0484  -0.66
C  0.5869  0.6070  -2.5039  0.03
C  -0.0038  -2.4489  2.2990  -0.78
H  2.2432  -0.5723  -0.2790  0.40
N  0.3243  -0.5331  0.5370  -0.04
H  2.0559  -2.8400  0.3734  0.34
C  1.7128  2.1692  -1.0627  -0.05
C  1.4937  -2.6271  2.4556  -0.64
C  -0.4322  -1.0278  1.8319  -0.51
H  -1.4722  -1.0387  1.4828  0.40
C  1.4949  0.9009  -3.5144  -0.76
H  -0.3985  -3.1480  1.5380  0.34
H  -0.5410  -2.6886  3.2133  0.38



Entry from the Open Molecules 2025 dataset: a single C18H20F2N2O4 molecule at a distorted geometry (wB97M-V/def2-TZVPD).

Values from the calculation:
- HOMO: -8.6 eV
- LUMO: -0.02 eV
- F_max: 16.23 eV/Å
- DFT total energy: -35577.651 eV
- SMILES: CCN(C[C@H]1CCCO1)C(=O)c1cc(COc2ccc(F)cc2F)on1
- Kohn-Sham gap: 8.61 eV
- 2S+1: 1

Each line ends with the Mulliken charge.
CARTESIAN COORDINATES (ANGSTROEM)
C  -2.0544  0.1392  1.0254  0.41
F  -4.1916  1.1089  -3.2949  -0.28
H  -3.2351  2.0124  1.3481  0.27
C  -0.9090  0.5207  1.6403  -0.10
H  -1.5495  2.6052  0.0780  1.19
H  3.2961  -1.4950  -0.2379  0.64
H  -0.1010  3.8412  -1.5615  0.16
H  1.3417  1.1806  -0.2603  0.06
O  -1.8170  -0.8119  0.3569  -0.18
H  2.3729  -2.8240  3.5625  0.33
C  3.9955  -2.4868  2.2970  0.58
C  -0.9975  3.0900  -2.0475  -0.69
H  4.4055  -0.5943  1.5487  0.55
H  -2.8484  2.3832  -4.8258  0.51
C  2.4077  0.7019  -0.4812  -0.87
C  -3.1526  1.8073  -2.7610  0.13
C  -1.3665  3.1780  -3.2318  0.08
C  -3.3603  0.8784  0.6867  -0.64
H  1.4771  -3.5865  1.2020  0.15
H  2.3994  0.6856  -1.6747  0.33
C  3.6369  -0.9458  2.1601  -1.64
H  -0.9904  1.3077  2.6625  0.11
C  -0.0387  -0.5440  1.4758  0.12
C  1.4386  -0.5166  2.2696  0.64
C  -2.7906  1.8938  -1.5238  0.34
C  -2.6511  2.3787  -3.7756  -0.08
C  3.0726  -3.3882  2.8523  -0.78
O  1.2297  -0.6887  3.3826  -0.53
H  5.1212  -2.4955  2.7949  0.25
H  4.0817  -5.1084  1.0629  0.26
C  -1.7328  2.5570  -0.8541  -0.76
H  3.2603  1.1639  -0.1665  0.42
N  2.4651  -0.8247  1.4751  0.27
H  3.4130  -0.6861  3.2044  0.52
H  -4.3002  0.3236  1.2672  0.21
H  1.4559  -1.2536  -0.5006  0.35
C  2.1514  -4.0930  1.8714  -0.79
H  3.2441  -4.0501  -0.2668  0.22
F  -0.8069  3.5132  -4.3001  -0.28
N  -0.4800  -1.1571  0.4592  -0.50
H  1.9847  -4.9664  2.2517  0.54
C  2.4684  -0.8841  -0.1925  -0.74
O  4.2904  -3.0707  1.1767  -0.29
C  3.5404  -4.0038  0.9500  -0.52
H  3.5157  -4.1253  3.5629  0.38
O  -3.6136  1.1683  -0.5029  -0.34



Entry from the Open Molecules 2025 dataset: C18H20F6N6OPtSSb as an isolated structure at a distorted geometry (wB97M-V/def2-TZVPD).

Values from the calculation:
- HOMO (alpha / beta): -7.6 / -9.8 eV
- LUMO (alpha / beta): -0.77 / -4.28 eV
- F_max: 3.35 eV/Å
- DFT total energy: -66898.086 eV
- ⟨S²⟩: 8.8193
- Kohn-Sham gap (alpha / beta): 6.85 / 5.57 eV
- 2S+1: 6

Each line ends with the Löwdin spin population.
CARTESIAN COORDINATES (ANGSTROEM)
H  4.2964  2.1079  -1.0882  0.00
N  0.4385  0.3877  -2.6933  0.03
H  6.2458  -1.8634  3.2394  0.00
Sb  -4.5641  -1.7409  -1.4923  0.25
C  0.4252  -1.8482  1.0433  0.04
F  -2.5742  -3.2865  -1.3552  0.35
H  4.0719  -0.6297  -0.2212  0.00
H  3.4256  3.4464  -1.6945  0.01
H  -1.7517  3.1576  1.3520  0.00
H  -2.8214  -1.4187  0.6466  0.00
C  2.9065  -1.7961  2.7358  0.06
H  1.3863  -3.6521  1.7212  0.00
H  -0.7298  -4.8857  2.0093  0.00
H  -2.6271  1.1531  -0.0403  0.00
F  -4.7077  0.0208  -2.7316  0.19
C  -1.8328  3.7958  0.4786  0.04
C  0.4384  -3.1691  1.5420  0.13
H  6.2106  -0.9869  0.9412  0.00
S  0.8860  3.0690  -1.2789  0.31
Pt  -0.4063  -0.1525  -0.9651  0.74
F  -4.9068  -2.8568  0.2327  0.09
C  5.2784  -1.1988  1.4435  0.00
N  1.3394  0.0109  -0.0426  0.44
H  -2.9098  -3.6782  1.5968  0.01
C  5.3047  -1.6973  2.7372  0.07
H  -2.8068  4.2721  0.4927  0.00
H  -2.8456  4.2414  -2.0940  0.00
C  -1.8319  3.8620  -2.0326  0.02
C  2.8613  -1.2911  1.4256  0.04
O  0.9964  -0.7322  -4.6815  0.01
C  0.6689  -0.2479  -3.6781  0.01
H  4.1300  -2.3756  4.3862  0.00
H  -2.7938  1.3921  -1.7934  0.00
C  -0.7443  -3.8503  1.7065  0.00
N  2.2929  0.8747  -0.2533  0.18
F  -2.0485  -0.7272  -1.8842  0.06
C  4.1104  -1.9956  3.3764  0.00
N  3.4594  2.6679  -1.0563  0.15
H  -1.6293  3.2879  -2.9316  0.00
C  1.5756  -1.0554  0.8005  0.34
H  -1.1358  4.6969  -1.9775  0.00
H  -3.7672  2.3305  -0.6721  0.00
C  -2.7866  1.8918  -0.8289  0.01
N  -0.4203  2.3019  -0.7888  0.72
F  -6.5344  -1.6129  -1.5185  0.10
C  2.2893  2.0128  -0.8130  0.19
C  -1.7032  2.9593  -0.8019  0.05
F  -4.5208  -0.3383  -0.0948  0.03
C  -1.9112  -1.9323  0.9032  0.04
C  -1.9546  -3.2036  1.4475  0.16
C  4.0768  -0.9918  0.7947  0.06
N  -0.7746  -1.2908  0.6638  0.10
H  1.9849  -1.9921  3.2595  0.00
H  -1.0592  4.5576  0.5274  0.00



Entry from the Open Molecules 2025 dataset: C18H20IIrN5PS2 as an isolated structure at a distorted geometry (wB97M-V/def2-TZVPD).

Values from the calculation:
- HOMO (alpha / beta): -16.5 / -16.5 eV
- LUMO (alpha / beta): -11.37 / -12.57 eV
- Total charge: +3
- F_max: 2.79 eV/Å
- DFT total energy: -68311.409 eV
- ⟨S²⟩: 0.7854
- Kohn-Sham gap (alpha / beta): 5.14 / 3.93 eV
- 2S+1: 2

Each line ends with the Löwdin spin population.
CARTESIAN COORDINATES (ANGSTROEM)
C  -0.7042  3.7516  -1.8807  0.00
Ir  -0.3271  -0.3381  -0.0616  0.00
H  -2.5723  4.6947  -2.3857  0.00
H  -1.9178  0.7537  4.9338  0.00
P  -0.0697  0.6225  2.0045  0.00
C  -1.5085  1.7455  2.5297  0.00
H  -0.1602  3.9760  2.9217  0.00
S  -0.4525  -2.7754  -0.7718  0.28
H  1.0128  -0.9384  3.6178  0.00
N  -0.8557  1.5552  -0.9853  0.00
H  -3.9366  2.7404  -1.6349  0.00
H  6.3032  -0.5894  -2.7673  0.01
H  4.9667  -2.6005  -3.3069  0.00
H  0.0133  3.8071  4.6752  0.00
I  -3.1168  -0.0859  -0.3292  0.00
C  1.0369  -2.3044  -1.3630  0.06
C  1.3069  1.8962  2.2590  0.00
H  -1.6573  2.5027  1.7546  0.00
S  2.1443  -3.1985  -2.3402  -0.01
N  1.4685  -1.0868  -0.9837  0.10
H  -0.0826  4.5816  -2.1862  0.00
H  2.2448  0.9470  4.5199  0.00
C  -2.8570  2.7274  -1.5720  0.00
C  3.2701  -1.8950  -2.1881  0.13
C  2.7181  -0.8224  -1.3951  0.14
C  5.2909  -0.6782  -2.3939  0.20
H  0.9559  2.4973  -1.3104  0.00
H  -2.4136  1.1407  2.6119  0.00
H  -0.9833  1.9739  5.8188  0.00
N  0.1723  0.6342  4.7037  0.00
C  4.5511  -1.8086  -2.6980  0.00
C  0.1120  -0.3243  3.6500  0.00
C  -2.1826  1.6394  -1.0799  0.00
N  -1.1930  2.3586  3.7805  0.00
H  3.0662  1.1202  -0.5050  0.00
H  1.2160  2.6577  1.4798  0.00
C  -0.0473  3.2602  3.7365  0.00
C  4.7581  0.3809  -1.5908  0.06
C  -2.0874  3.8136  -1.9850  0.00
C  -1.0536  1.4158  4.8874  0.00
C  1.3323  1.5273  4.6556  0.00
C  -0.1174  2.6025  -1.3854  0.00
H  1.3974  2.0779  5.5917  0.00
N  1.1762  2.4816  3.5583  0.00
H  2.2737  1.3989  2.1522  0.00
C  3.4888  0.3264  -1.1067  0.04
H  -0.7475  -0.9863  3.7651  0.00
H  5.3844  1.2342  -1.3675  0.00